--- one ---
{"formula": "C2H3F3N2", "method": "ωB97M-V/def2-TZVPD", "total_charge": 0, "smiles": "FC(F)(F)C1NN1", "orbital_gap_ev": 11.35, "elements": ["C", "C", "N", "N", "F", "F", "F", "H", "H", "H"], "xyz": [[0.06024, 0.16085, -0.70277], [1.01979, 0.67189, -1.66650], [0.59172, -0.69283, 0.30717], [-0.03899, 0.60721, 0.69771], [0.65853, 1.83920, -2.10791], [2.22638, 0.83565, -1.03226], [1.12283, -0.05851, -2.74777], [-0.86277, 0.21196, -1.17214], [-0.00953, -1.52155, 0.51759], [0.61164, 1.26001, 0.92399]], "nbo_charge": [-0.068, 0.947, -0.424, -0.415, -0.313, -0.335, -0.303, 0.201, 0.363, 0.348]}



--- two ---
{"formula": "C2H3F3N2", "method": "ωB97M-V/def2-TZVPD", "total_charge": 0, "orbital_gap_ev": [9.16, 9.16], "elements": ["C", "C", "N", "N", "F", "F", "F", "H", "H", "H"], "xyz": [[-0.31259, -0.38918, 0.27613], [-0.25182, -0.18913, -1.14331], [0.84718, -0.16059, 1.01901], [0.19142, 0.99669, 1.50271], [0.23714, 0.99781, -1.49523], [0.51977, -1.11494, -1.71879], [-1.52607, -0.18067, -1.73805], [-1.15765, -0.75587, 0.71656], [1.20258, -0.88708, 1.79716], [0.25003, 1.68298, 0.78382]], "nbo_charge": [-0.058, 0.927, -0.494, -0.345, -0.314, -0.303, -0.339, 0.210, 0.385, 0.330]}



--- three ---
{"formula": "C2H3F3N2", "method": "ωB97M-V/def2-TZVPD", "total_charge": 0, "orbital_gap_ev": 9.59, "elements": ["C", "C", "N", "N", "F", "F", "F", "H", "H", "H"], "xyz": [[0.13005, 0.32688, 0.34754], [-2.16996, 0.04314, -1.67078], [-0.62637, -0.62300, 0.04357], [-1.55419, -0.89890, -0.88160], [-2.20153, 1.25175, -1.15422], [-1.55831, 0.23891, -2.91871], [-3.39315, -0.31259, -2.00498], [0.22618, 1.26232, -0.17587], [0.92675, 0.38715, 1.15996], [-0.57288, -1.45390, 0.55116]], "nbo_charge": [-0.163, 1.037, -0.184, -0.518, -0.333, -0.373, -0.306, 0.212, 0.214, 0.414]}



Pick one: it beats the second-best structure by 5.9 kcal/mol.



--- one ---
{"formula": "CH4NS", "method": "ωB97M-V/def2-TZVPD", "total_charge": -1, "orbital_gap_ev": 6.92, "elements": ["S", "H", "C", "N", "H", "H", "H"], "xyz": [[-1.22445, -0.08378, -1.47333], [-2.44947, 0.36931, -1.27357], [1.39041, 0.27055, 0.99102], [1.48249, -0.19756, 2.17664], [2.09512, -0.04739, 0.34189], [0.70677, 1.22481, 0.84235], [0.51885, -0.44664, 2.48012]], "nbo_charge": [-1.063, 0.082, 0.058, -0.740, 0.142, 0.168, 0.354]}



--- two ---
{"formula": "CH4NS", "method": "ωB97M-V/def2-TZVPD", "total_charge": -1, "orbital_gap_ev": 7.10, "elements": ["S", "H", "C", "N", "H", "H", "H"], "xyz": [[-2.64550, -0.01376, 0.78651], [-1.67168, -0.69327, 0.14224], [0.92163, 0.51803, -0.08303], [1.29194, -0.67771, -0.33162], [1.73208, 1.13513, 0.29405], [-0.07682, 0.92489, -0.22319], [0.44836, -1.19331, -0.58496]], "nbo_charge": [-1.041, 0.056, -0.047, -0.634, 0.133, 0.203, 0.331]}



--- three ---
{"formula": "CH4NS", "method": "ωB97M-V/def2-TZVPD", "total_charge": -1, "orbital_gap_ev": 7.23, "elements": ["S", "H", "C", "N", "H", "H", "H"], "xyz": [[2.06313, 1.80412, 0.43735], [0.83371, 1.89289, -0.03633], [-0.29370, -1.03786, -0.07844], [-1.49120, -0.66787, 0.14178], [-0.14725, -1.97632, -0.60589], [0.58272, -0.36746, 0.02728], [-1.54742, 0.35250, 0.11425]], "nbo_charge": [-1.041, 0.066, -0.045, -0.665, 0.132, 0.213, 0.339]}



Pick two: it beats the second-best structure by 5.8 kcal/mol.